ORCA calculation (ωB97M-V with the def2-TZVPD basis set) on C48H51N8O5ScSi as an isolated structure.

Last column: Mulliken charge in e.
Positions of all 114 atoms, in Å:
Sc 1.5213 -0.1383 2.5711  0.0569
N -1.8233 1.5951 1.1666  -0.3795
C -0.5724 1.9029 1.5831  0.3787
O 0.3722 2.0425 0.8067  -0.3125
C -0.3931 1.9930 3.0641  -0.9337
C 1.1325 1.9235 3.4719  -0.9275
H -1.8966 1.2028 0.2014  0.0954
H -2.3196 0.9887 1.7999  0.4519
H -0.9911 1.2602 3.5531  0.5540
H -0.8515 3.0037 3.3153  0.4131
H 1.1795 2.0592 4.5990  0.2296
H 1.6025 2.7918 3.0090  0.3497
C 1.0816 -3.5431 4.0786  -0.8035
Si 2.1813 -2.2325 4.9224  0.2503
C 1.0939 -1.3293 6.2303  -1.1547
C 3.5180 -3.1975 5.8338  -1.0638
N 2.8275 -1.0534 3.8346  0.7053
C 4.1400 -0.6070 3.9571  -0.2385
C 4.9064 -0.4925 5.1325  -0.4867
C 6.2497 -0.2207 5.0521  -0.7596
C 6.8997 0.0294 3.8369  -0.7669
C 6.1648 0.0725 2.6865  -0.3978
C 4.8165 -0.1386 2.7617  0.2108
O 4.0129 0.3088 1.7148  0.1346
C 4.2763 0.0231 0.4290  0.3494
C 3.8736 1.0302 -0.4334  -0.3521
C 4.1491 0.9456 -1.7708  -0.5116
C 4.6822 -0.2010 -2.3142  -0.5175
C 4.9712 -1.2292 -1.4202  -0.5251
C 4.7620 -1.1442 -0.0636  -0.3760
H 0.4997 -4.0198 4.8871  0.2518
H 1.5874 -4.3633 3.6484  0.4848
H 0.3656 -3.0922 3.3909  -0.1392
H 0.9512 -1.8652 7.1419  0.4907
H 0.0914 -1.1817 5.8501  0.2399
H 1.4215 -0.2807 6.3418  0.2700
H 4.4149 -3.3909 5.2168  0.3451
H 3.2209 -4.1684 6.3398  0.3311
H 3.9247 -2.5057 6.6158  0.2626
H 4.3539 -0.5959 6.0466  0.6344
H 6.8157 -0.1146 5.9754  0.3377
H 7.9766 0.1315 3.8082  0.3637
H 6.5942 0.3245 1.7135  0.4287
H 3.3958 1.9011 0.0062  0.3167
H 3.8502 1.6927 -2.4469  0.5208
H 4.9615 -0.3441 -3.4027  0.2948
H 5.3744 -2.1994 -1.7022  0.3100
H 5.0656 -1.9318 0.5212  0.6047
C -2.3123 -4.9260 -6.1319  -0.7893
O -2.7609 -5.5362 -4.9642  -0.4416
C -3.3770 -4.9227 -3.8666  0.5157
C -2.8384 -5.1407 -2.6398  -0.3162
C -3.4062 -4.6605 -1.4754  -0.7696
C -4.5423 -3.7102 -1.5765  0.6230
C -5.0564 -3.5296 -2.9305  -0.4981
C -4.4641 -4.0874 -4.0336  -0.3458
N -5.1075 -2.9460 -0.5952  -1.0502
N -4.6338 -3.2489 0.7234  -0.7030
C -3.5565 -2.6085 1.1471  0.2298
C -3.1328 -2.9706 2.5038  -0.7253
C -2.0107 -2.4794 2.9989  0.1271
C -1.1810 -1.5883 2.2762  -0.1024
O -0.1251 -0.9800 2.9829  0.0564
C -1.3630 -1.3914 0.9701  -0.2072
N -0.4386 -0.7983 0.1216  0.7030
C -0.7783 -0.1432 -0.9899  0.3726
C -2.1226 -0.1672 -1.4526  -1.8866
C -2.9770 -1.0752 -0.7708  -0.8335
C -2.6545 -1.7055 0.3753  0.6443
H -1.9543 -5.7328 -6.7688  0.2552
H -1.4729 -4.2350 -5.9399  0.3005
H -3.0095 -4.3849 -6.7535  0.2855
H -2.0009 -5.8540 -2.5971  0.3017
H -2.9730 -4.9376 -0.5220  0.3457
H -5.7036 -2.7178 -3.2177  0.2641
H -4.7582 -3.8625 -5.0389  0.2986
H -3.9170 -3.4332 3.1531  0.2358
H -1.6399 -2.6919 4.0316  0.1837
H -0.0335 0.3028 -1.5991  0.5236
H -2.5175 0.4642 -2.3018  0.1455
H -3.9761 -1.3494 -0.9849  1.0251
C -2.7591 0.6045 -6.3808  -1.4034
C -2.9093 1.9296 -5.6220  0.9527
C -3.9485 2.0693 -4.6768  -0.7000
C -4.0441 3.1915 -3.8268  -0.3397
C -3.0855 4.2116 -3.9667  -0.5377
N -3.1372 5.4870 -3.2583  -0.0642
C -2.3055 5.8289 -2.2223  0.3953
O -2.2741 6.9455 -1.7395  -0.6981
N -1.6479 4.8137 -1.5767  -0.0291
C -0.4409 5.0277 -0.8595  0.0038
C -0.3790 5.5930 0.4401  -0.1315
C 0.8592 5.7806 1.0325  -0.4245
C 2.0094 5.4488 0.3236  -0.2529
N 2.0196 4.9851 -0.9249  -0.6452
C 0.8156 4.7781 -1.4348  -0.0448
C -2.0448 4.0517 -4.9058  0.3082
C -1.9318 2.9745 -5.7657  -0.8716
H -2.2899 0.8026 -7.3545  0.3810
H -3.7401 0.1027 -6.4383  0.3548
H -2.0999 -0.0425 -5.7969  0.2849
H -4.7653 1.3870 -4.6252  0.3895
H -4.8621 3.2983 -3.0864  0.4042
H -3.8213 6.2011 -3.3789  0.2252
H -1.6147 3.9385 -2.1043  0.2216
H -1.3325 5.9511 0.9431  0.2931
H 0.9047 6.2014 2.0529  0.3246
H 2.9837 5.5440 0.8564  0.2964
H 0.8468 4.3875 -2.4471  0.4272
H -1.3043 4.8157 -4.9404  0.4762
H -1.0984 2.8392 -6.4882  0.3139
C 1.0007 -0.9833 0.4044  -1.1470
H 1.5879 -0.6556 -0.4422  0.3019
H 1.1721 -2.1031 0.5157  0.1463

Results
* total charge: -2
* E_HOMO (spin up / spin down): -0.356 / -0.357 eV


ORCA calculation (ωB97M-V with the def2-TZVPD basis set) on one molecule with the formula CH2N4O.

Last column: Mulliken charge in e.
Positions of all 8 atoms, in Å:
O 1.7579 -0.9286 0.3279  -0.4714
C 0.6336 -0.1664 0.2421  0.6777
N 0.2369 -0.0052 -1.0861  -0.2670
N -1.0115 0.5496 -1.0255  -0.3726
N -1.2393 0.5699 0.2609  0.3322
N -0.1633 0.3711 1.0720  -0.5492
H 1.8913 -1.1805 -0.5733  0.3783
H -2.1056 0.7900 0.7819  0.2720

Results
* total charge: 0
* E_HOMO: -10.404 eV


ORCA calculation (ωB97M-V with the def2-TZVPD basis set) on C36H45FGaN4O11 as an isolated structure.

Last column: Mulliken charge in e.
Positions of all 98 atoms, in Å:
C 5.5079 -1.7343 6.9917  -0.6310
O 4.3282 -2.2502 6.2508  -0.3146
C 3.6571 -1.0292 5.7384  -0.4925
Ga 2.1311 -1.4967 4.3600  -0.1080
C 1.6263 0.2917 3.4550  -0.4166
C 0.9485 0.1556 1.9681  -0.1516
C 1.9250 -0.4825 0.8149  0.1996
F 3.3732 -0.4088 1.1176  -0.3654
C 0.5754 -2.4230 5.3797  -0.5360
C -0.7822 -2.2371 4.4803  0.2770
C -2.1750 -2.1127 5.3342  -0.6424
C -2.1459 -1.0361 6.5687  -0.6454
C -1.2358 0.3017 6.3107  0.5194
O -2.0023 1.5464 6.6510  -0.4161
C -2.4856 2.0816 5.3659  0.5554
C -1.5986 2.9887 4.3063  -0.3515
O -3.7611 1.7487 5.0227  -0.5721
H 5.4298 -0.5690 7.1853  0.2929
H 6.5065 -1.9538 6.3764  0.2013
H 5.5962 -2.2322 8.0729  0.2094
H 4.4615 -0.3039 5.2364  0.2802
H 3.2527 -0.4495 6.6752  0.3319
H 2.8116 -2.4496 3.2687  -0.3064
H 0.9685 0.9981 4.1560  -0.0615
H 2.6467 0.8900 3.3013  0.4403
H 0.6959 1.2665 1.6131  0.1290
H -0.0643 -0.4295 1.9325  -0.0420
H 1.5881 -1.6041 0.5854  0.1560
H 1.6995 0.1226 -0.1854  -0.0979
H 0.8281 -3.5897 5.3608  0.2898
H 0.5201 -1.9830 6.4636  0.1678
H -0.6619 -1.2500 3.8630  -0.6739
H -0.9329 -3.1062 3.6788  0.3268
H -3.1157 -1.9403 4.6201  0.2571
H -2.3580 -3.1824 5.8293  0.2454
H -1.8938 -1.6055 7.5713  0.2507
H -3.2688 -0.6535 6.7021  0.3243
H -0.3501 0.2609 7.1078  0.2175
H -0.8669 0.4532 5.2110  -0.3668
H -0.4359 2.7594 4.4507  0.2116
H -1.8536 2.5569 3.2229  -0.0230
H -1.8217 4.1379 4.3525  0.3717
C -2.6099 2.9280 -2.9667  -0.4170
C -2.2008 3.4773 -1.7505  -0.9765
C -2.0953 2.6684 -0.6174  -0.0221
C -2.3990 1.3035 -0.7151  -0.0135
C -2.8172 0.7509 -1.9329  -0.4811
C -2.9217 1.5705 -3.0586  -0.4404
N -2.2655 0.4428 0.4664  0.7668
O -1.9110 0.9728 1.5299  -0.3029
O -2.5108 -0.7646 0.3320  -0.6046
H -2.6852 3.5616 -3.8487  0.7974
H -1.9610 4.5365 -1.6865  0.3723
H -1.7751 3.1117 0.3230  0.4073
H -3.0608 -0.3058 -2.0217  0.4812
H -3.2426 1.1504 -4.0092  0.4183
C 1.0597 -2.4306 -6.5948  -0.3647
C 1.1029 -3.2285 -5.4504  -0.5300
C 0.9474 -2.6514 -4.1886  -0.2129
C 0.7437 -1.2685 -4.0842  -0.1147
C 0.7075 -0.4641 -5.2310  -0.2327
C 0.8671 -1.0522 -6.4873  -0.5368
N 0.5541 -0.6594 -2.7623  1.1149
O 0.6117 -1.4018 -1.7707  -0.5014
O 0.3432 0.5609 -2.7136  -0.5939
H 1.1758 -2.8860 -7.5768  0.3603
H 1.2549 -4.3018 -5.5422  0.3706
H 0.9835 -3.2869 -3.3064  0.4511
H 0.5550 0.6111 -5.1642  0.4438
H 0.8375 -0.4367 -7.3836  0.3663
C -8.0796 5.0431 -6.8388  -0.3590
C -7.1881 4.1766 -7.4733  -0.4938
C -5.9266 3.9437 -6.9223  -0.2854
C -5.5683 4.5832 -5.7275  0.0749
C -6.4584 5.4594 -5.0924  -0.1992
C -7.7162 5.6867 -5.6546  -0.5182
N -4.2532 4.3228 -5.1297  1.0252
O -3.4868 3.5560 -5.7317  -0.5990
O -3.9863 4.8809 -4.0558  -0.5903
H -9.0643 5.2172 -7.2693  0.3630
H -7.4780 3.6799 -8.3968  0.3591
H -5.2433 3.2656 -7.4289  0.4157
H -6.1915 5.9662 -4.1674  0.4166
H -8.4154 6.3628 -5.1676  0.3591
C 4.9211 -2.7835 -0.2959  -0.3269
C 5.5874 -1.9089 -1.1557  -0.5090
C 6.4091 -2.4116 -2.1664  -0.2413
C 6.5535 -3.7984 -2.3105  -0.0446
C 5.8919 -4.6785 -1.4438  -0.2009
C 5.0750 -4.1639 -0.4351  -0.7215
N 7.3958 -4.3335 -3.3869  0.9623
O 7.9795 -3.5223 -4.1210  -0.5967
O 7.4716 -5.5651 -3.5027  -0.5978
H 4.2770 -2.3869 0.4871  0.5608
H 5.4636 -0.8343 -1.0400  0.4360
H 6.9214 -1.7168 -2.8283  0.4179
H 5.9989 -5.7569 -1.5412  0.4251
H 4.5547 -4.8390 0.2408  0.4227

Results
* total charge: -1
* E_HOMO: -4.545 eV


Which of these has the highest total charge? CH2N4O


Among the records above, which one has the lowest total charge? C48H51N8O5ScSi


Number 1 is which compound? C48H51N8O5ScSi


The highest total charge belongs to which entry? CH2N4O